Record 1
Formula: C2H5N2
Source: the OMol25 dataset
Level of theory: wB97M-V/def2-TZVPD

ORCA input file:
```
! wB97M-V def2-TZVPD RIJCOSX def2/J DEFGRID3
* xyz 1 1
N 1.5691 -0.1505 -0.0095
H -1.2449 -1.0691 0.9629
H -1.5392 -1.0332 -0.8823
N -0.7205 0.7691 0.0993
H 2.3520 0.4420 -0.0557
C -1.0550 -0.6678 -0.0014
C 0.3285 0.1002 -0.1413
H -1.2335 2.7547 -0.0919
H 1.5436 -1.1454 0.1199
*
```

For the orbital gap (alpha / beta), the calculation gives 0.3702 / 0.2785 hartree. The electronic energy is -188.21299 Eh. For the LUMO energy (alpha / beta), the calculation gives -0.21661 / -0.29967 Eh. The relative energy (zero: lowest compared OMol25 entry of this formula, charge and spin) comes out at 127.1 kcal per mole.



Record 2
Formula: C2H5N2
Source: the OMol25 dataset
Level of theory: wB97M-V/def2-TZVPD

ORCA input file:
```
! wB97M-V def2-TZVPD RIJCOSX def2/J DEFGRID3
* xyz 1 1
H 2.4231 0.4503 -0.0179
C 1.3307 0.5225 0.0433
N -1.5981 0.4503 -0.2702
H 0.8220 -1.2631 -0.8988
N 0.5514 -0.4175 -0.3468
C -0.8887 -0.4623 0.1218
H -1.0830 -1.1918 0.8488
H -2.6181 0.4050 0.0443
H 1.0607 1.5066 0.4754
*
```

For the orbital gap, the calculation gives 0.3774 hartree. The electronic energy is -188.39073 Eh. For the LUMO energy, the calculation gives -0.21320 Eh. The structure (SMILES) is [H]/N=C/[NH+]=C. The relative energy (zero: lowest compared OMol25 entry of this formula, charge and spin) comes out at 15.5 kcal per mole.



Record 3
Formula: C2H5N2
Source: the OMol25 dataset
Level of theory: wB97M-V/def2-TZVPD

ORCA input file:
```
! wB97M-V def2-TZVPD RIJCOSX def2/J DEFGRID3
* xyz 1 3
H -0.8657 -1.0371 -0.9012
H 0.8452 -1.0673 -1.3824
C -0.7207 1.9568 0.4590
C 0.1548 -1.1512 -0.5404
N 0.4342 -0.1504 0.4721
H -1.2429 2.8762 0.4671
H 1.2638 -0.2567 1.0494
N -0.1300 0.9661 0.4668
H 0.2613 -2.1364 -0.0903
*
```

For the orbital gap (alpha / beta), the calculation gives 0.2840 / 0.3555 hartree. The electronic energy is -188.19480 Eh. For the LUMO energy (alpha / beta), the calculation gives -0.12863 / -0.32063 Eh. The relative energy (zero: lowest compared OMol25 entry of this formula, charge and spin) comes out at 42.1 kcal per mole.



Record 4
Formula: C2H5N2O
Source: the OMol25 dataset
Level of theory: wB97M-V/def2-TZVPD

ORCA input file:
```
! wB97M-V def2-TZVPD RIJCOSX def2/J DEFGRID3
* xyz 1 1
O 4.2191 0.1843 -0.1059
C -1.6666 -0.2661 0.2120
H -2.3872 -0.4681 -0.5647
H -1.7796 -0.9353 0.9222
H -0.0184 1.8500 -0.0591
N 3.4616 -0.5524 0.2364
H -0.0435 -1.1987 -0.5639
N -0.3088 -0.1895 -0.3117
C 0.4243 0.8400 -0.3711
H -1.9008 0.7358 0.6058
*
```

For the orbital gap (alpha / beta), the calculation gives 0.4170 / 0.1565 hartree. The electronic energy is -263.47636 Eh. For the LUMO energy (alpha / beta), the calculation gives -0.17859 / -0.28755 Eh. The relative energy (zero: lowest compared OMol25 entry of this formula, charge and spin) comes out at 149.3 kcal per mole.



Record 5
Formula: C2H5N2O
Source: the OMol25 dataset
Level of theory: wB97M-V/def2-TZVPD

ORCA input file:
```
! wB97M-V def2-TZVPD RIJCOSX def2/J DEFGRID3
* xyz 1 1
H -1.4647 1.1615 -0.9402
H -1.4077 0.7493 1.4656
H -0.3707 0.4358 -2.0642
N 1.0779 -0.8622 -0.2661
H 1.5455 -1.1253 0.5908
C -0.4554 0.2114 1.3405
C 0.0027 0.0716 -0.1013
O 0.1744 -0.2637 2.2307
H 1.5373 -0.9728 -1.1565
N -0.6393 0.5944 -1.0994
*
```

For the orbital gap, the calculation gives 0.3732 hartree. The electronic energy is -263.69353 Eh. For the LUMO energy, the calculation gives -0.21976 Eh. The structure (SMILES) is NC(=[NH2+])C=O. The relative energy (zero: lowest compared OMol25 entry of this formula, charge and spin) comes out at 13.0 kcal per mole.



Record 6
Formula: C2H5N2O2S
Source: the OMol25 dataset
Level of theory: wB97M-V/def2-TZVPD

ORCA input file:
```
! wB97M-V def2-TZVPD RIJCOSX def2/J DEFGRID3
* xyz 1 1
H 2.0844 -1.0992 0.0077
O -3.6637 -0.1910 0.0099
S -2.4014 0.4702 -0.1734
H 0.0048 1.7353 0.7433
C 0.1139 -0.2656 0.0325
H 2.0938 2.2282 -0.2411
N 0.4900 1.3143 -0.0497
O 1.9429 1.3060 -0.0341
H 0.9676 -2.0010 -0.6063
N 1.0982 -1.1311 -0.0742
H -1.5131 -1.7311 0.3059
C -1.2174 -0.6349 0.0795
*
```

For the orbital gap, the calculation gives 0.2938 hartree. The electronic energy is -736.98382 Eh. For the LUMO energy, the calculation gives -0.24385 Eh. The relative energy (zero: lowest compared OMol25 entry of this formula, charge and spin) comes out at 39.1 kcal per mole.



Record 7
Formula: C2H5N2O2S2
Source: the OMol25 dataset
Level of theory: wB97M-V/def2-TZVPD

ORCA input file:
```
! wB97M-V def2-TZVPD RIJCOSX def2/J DEFGRID3
* xyz 1 1
C 0.1236 1.8723 -0.3375
N -1.3609 0.4592 0.5310
N 1.6716 0.0431 -0.2611
H 2.5895 -0.2738 -0.6227
C 0.6698 -0.7419 -0.0713
H -0.5002 1.3741 -1.2095
H 0.2073 2.9766 -0.3642
O 1.4603 1.4159 -0.2871
S -1.3026 -2.6204 0.8118
H -2.0267 -3.2589 -0.1333
S 0.5342 -2.4028 -0.0727
H -1.4484 -0.2932 1.1781
O -0.6173 1.4497 0.8382
*
```

For the orbital gap (alpha / beta), the calculation gives 0.2650 / 0.2650 hartree. The electronic energy is -1135.03071 Eh. For the LUMO energy (alpha / beta), the calculation gives -0.24526 / -0.24522 Eh. The relative energy (zero: lowest compared OMol25 entry of this formula, charge and spin) comes out at 120.9 kcal per mole.



Record 8
Formula: C2H5N2S
Source: the OMol25 dataset
Level of theory: wB97M-V/def2-TZVPD

ORCA input file:
```
! wB97M-V def2-TZVPD RIJCOSX def2/J DEFGRID3
* xyz 1 1
C -0.6588 0.2433 0.7146
H -2.1217 -1.1705 0.0402
C 3.0937 0.1421 0.6966
H -1.6875 -0.1086 -1.3257
H 4.9401 -0.8519 0.5238
N -1.3390 -0.5674 -0.3981
H -0.8789 1.2677 0.5658
S 0.7876 -0.1568 1.2482
H -0.5789 -1.1741 -0.6478
N 4.1102 -0.3527 0.5832
*
```

For the orbital gap, the calculation gives 0.3352 hartree. The electronic energy is -586.53144 Eh. For the LUMO energy, the calculation gives -0.17840 Eh. The relative energy (zero: lowest compared OMol25 entry of this formula, charge and spin) comes out at 60.1 kcal per mole.



Record 9
Formula: C2H5N2S
Source: the OMol25 dataset
Level of theory: wB97M-V/def2-TZVPD

ORCA input file:
```
! wB97M-V def2-TZVPD RIJCOSX def2/J DEFGRID3
* xyz 1 3
H -2.4714 1.0083 1.3197
N 1.7685 -0.9431 -0.2694
H 2.6530 -1.1552 0.2659
H 1.6564 -0.9540 -1.3561
C -2.1118 1.1104 0.3052
C 0.7082 -0.5428 0.4286
H 0.7633 -0.7622 1.5433
N -0.2805 0.1039 -0.0948
H -0.2696 0.3837 -1.0862
S -2.4160 1.7511 -1.0560
*
```

For the orbital gap (alpha / beta), the calculation gives 0.2589 / 0.2380 hartree. The electronic energy is -586.44056 Eh. For the LUMO energy (alpha / beta), the calculation gives -0.18151 / -0.31610 Eh. The relative energy (zero: lowest compared OMol25 entry of this formula, charge and spin) comes out at 62.0 kcal per mole.



Record 10
Formula: C2H5N3
Source: the OMol25 dataset
Level of theory: wB97M-V/def2-TZVPD

ORCA input file:
```
! wB97M-V def2-TZVPD RIJCOSX def2/J DEFGRID3
* xyz 0 1
H -2.0728 -1.5766 0.1236
N 0.0527 0.9250 -0.3420
H 0.9261 -1.5924 -0.5895
C 1.2761 0.2427 0.2885
H -1.9481 0.8829 -0.0401
N -1.0908 -1.0461 0.1401
H 2.0572 1.1453 0.4789
H 0.1711 1.8777 0.2494
C -1.0276 0.2039 -0.1164
N 1.6562 -1.0623 -0.1924
*
```

For the orbital gap, the calculation gives 0.3480 hartree. The electronic energy is -243.34018 Eh. For the LUMO energy, the calculation gives 0.00770 Eh. The structure (SMILES) is [H]/N=C\N/C=N/[H]. The relative energy (zero: lowest compared OMol25 entry of this formula, charge and spin) comes out at 76.4 kcal per mole.



Record 11
Formula: C2H5N3O
Source: the OMol25 dataset
Level of theory: wB97M-V/def2-TZVPD

ORCA input file:
```
! wB97M-V def2-TZVPD RIJCOSX def2/J DEFGRID3
* xyz 0 1
C -0.0905 0.6207 -0.8901
H -0.6339 -1.8719 1.3441
N 0.0395 -1.1630 0.9269
H 0.4217 -0.5247 1.7103
N 0.1116 1.6795 -0.1487
C -0.2360 -0.8838 -0.4147
N -0.5458 -1.8527 -1.1522
H -0.8105 -2.7972 -0.8809
H -0.1091 0.6134 -1.9511
H 0.9907 2.6132 1.1643
O 0.6079 1.6125 1.1325
*
```

For the orbital gap, the calculation gives 0.3518 hartree. The electronic energy is -318.59473 Eh. For the LUMO energy, the calculation gives 0.01632 Eh. The structure (SMILES) is [H]/N=C(N)/C=N\O. The relative energy (zero: lowest compared OMol25 entry of this formula, charge and spin) comes out at 97.7 kcal per mole.



Record 12
Formula: C2H5N3O
Source: the OMol25 dataset
Level of theory: wB97M-V/def2-TZVPD

ORCA input file:
```
! wB97M-V def2-TZVPD RIJCOSX def2/J DEFGRID3
* xyz 0 1
H -0.5283 -2.2892 -0.9383
N -2.4560 0.9585 0.6116
H 0.7863 1.3650 -0.5738
H 1.2225 0.3635 0.8228
O -0.8749 0.8657 2.2188
N 0.0317 -1.7711 -0.2512
C 1.1696 0.3741 -0.1778
H -0.1145 -0.3451 -1.7461
C 0.2528 -0.6744 -0.7624
N -1.6798 0.9371 1.4014
H 2.1907 0.2160 -0.6050
*
```

For the orbital gap, the calculation gives 0.4133 hartree. The electronic energy is -318.62204 Eh. For the LUMO energy, the calculation gives 0.03902 Eh. The structure (SMILES) is N#[N+][O-].[H]/N=C/C. The relative energy (zero: lowest compared OMol25 entry of this formula, charge and spin) comes out at 80.6 kcal per mole.



Record 13
Formula: C2H5N3O
Source: the OMol25 dataset
Level of theory: wB97M-V/def2-TZVPD

ORCA input file:
```
! wB97M-V def2-TZVPD RIJCOSX def2/J DEFGRID3
* xyz 0 1
H -0.0525 -1.4632 1.2372
N -0.8429 1.1718 -0.8785
N 2.0391 -1.9561 0.9191
C -0.5989 0.2216 -0.0923
H 2.9897 -1.6509 0.3540
H 1.3022 0.0878 -0.7935
H -2.1475 1.9833 0.5138
C 0.9349 -1.3642 0.6886
H -1.1014 0.0566 0.7943
N 0.5898 -0.4573 -0.2318
O -1.9384 2.0667 -0.5431
*
```

For the orbital gap, the calculation gives 0.3616 hartree. The electronic energy is -318.59592 Eh. For the LUMO energy, the calculation gives 0.02306 Eh. The structure (SMILES) is [H]/N=C\N/C=N/O. The relative energy (zero: lowest compared OMol25 entry of this formula, charge and spin) comes out at 97.0 kcal per mole.



Record 14
Formula: C2H5N3O
Source: the OMol25 dataset
Level of theory: wB97M-V/def2-TZVPD

ORCA input file:
```
! wB97M-V def2-TZVPD RIJCOSX def2/J DEFGRID3
* xyz 0 1
O 0.4912 -1.2069 -0.1238
H 2.5298 -0.6905 -0.0121
H 0.0049 2.0830 -0.1928
H 2.4343 1.1515 0.2706
N -1.5001 0.7958 -0.0736
H -2.7887 -0.8849 0.1216
N -1.7985 -0.5502 0.1016
C -0.1757 1.0709 0.0101
C 0.7382 -0.0148 -0.0602
N 2.0844 0.1756 0.0873
H -0.9856 -1.2894 0.2964
*
```

For the orbital gap, the calculation gives 0.3412 hartree. The electronic energy is -318.65469 Eh. For the LUMO energy, the calculation gives 0.01972 Eh. The structure (SMILES) is N/N=C\C(N)=O. The relative energy (zero: lowest compared OMol25 entry of this formula, charge and spin) comes out at 60.1 kcal per mole.



Record 15
Formula: C2H5N3O2
Source: the OMol25 dataset
Level of theory: wB97M-V/def2-TZVPD

ORCA input file:
```
! wB97M-V def2-TZVPD RIJCOSX def2/J DEFGRID3
* xyz 0 1
H -0.6013 -2.0421 -2.5757
C 0.3964 -0.1017 -0.1241
N -0.1029 0.7701 0.7005
O -0.4111 2.1672 2.6032
H 1.1148 0.6090 2.4360
H -1.2387 0.9194 -0.7692
N -0.2713 -0.5190 -1.1942
C 0.1989 1.2903 2.0163
O -1.2698 1.4066 0.2253
N 0.0473 -1.7227 -1.6906
H 1.1165 -0.7286 0.3309
H 1.0213 -2.0486 -1.9585
*
```

For the orbital gap, the calculation gives 0.3214 hartree. The electronic energy is -393.79481 Eh. For the LUMO energy, the calculation gives 0.02136 Eh. The structure (SMILES) is N/N=C/N(O)C=O. The relative energy (zero: lowest compared OMol25 entry of this formula, charge and spin) comes out at 140.8 kcal per mole.



Record 16
Formula: C2H5N3O2
Source: the OMol25 dataset
Level of theory: wB97M-V/def2-TZVPD

ORCA input file:
```
! wB97M-V def2-TZVPD RIJCOSX def2/J DEFGRID3
* xyz 0 1
N -2.1725 -0.1676 -0.3910
N -0.3312 -1.1222 0.4209
C -1.0065 0.0108 0.0512
H 2.5378 -0.0048 -0.5538
H -0.5446 2.0204 -0.0872
O 0.9910 1.1199 -0.3231
H -2.6857 0.7295 -0.5074
O 0.8026 -1.2344 -0.4606
H 1.8813 -0.3540 1.0129
C 1.6395 -0.1837 0.0063
N -0.2594 1.1954 0.3745
H -0.8523 -2.0092 0.4573
*
```

For the orbital gap, the calculation gives 0.3836 hartree. The electronic energy is -393.80163 Eh. For the LUMO energy, the calculation gives 0.03396 Eh. The structure (SMILES) is N=C1NOCON1. The relative energy (zero: lowest compared OMol25 entry of this formula, charge and spin) comes out at 136.6 kcal per mole.



Record 17
Formula: C2H5N3O2
Source: the OMol25 dataset
Level of theory: wB97M-V/def2-TZVPD

ORCA input file:
```
! wB97M-V def2-TZVPD RIJCOSX def2/J DEFGRID3
* xyz 0 1
N 0.9448 0.5284 0.1489
O -1.7512 -1.1675 -1.7190
C 0.7823 0.2468 1.6132
H -0.8941 -0.7147 1.1254
N -0.7774 -1.1729 -0.6544
N -0.4429 -0.2785 2.0493
H -1.9608 -2.1744 -1.7182
O 1.4284 1.7365 -0.2347
H 2.3857 1.6331 -0.1951
H 1.7055 0.5285 2.2603
C -0.1422 0.0581 -0.7840
H -0.5654 0.8067 -1.6258
*
```

For the orbital gap, the calculation gives 0.3369 hartree. The electronic energy is -393.73004 Eh. For the LUMO energy, the calculation gives 0.01001 Eh. The structure (SMILES) is [H]/N=C\N(O)/C=N/O. The relative energy (zero: lowest compared OMol25 entry of this formula, charge and spin) comes out at 181.5 kcal per mole.



Record 18
Formula: C2H5N3O2
Source: the OMol25 dataset
Level of theory: wB97M-V/def2-TZVPD

ORCA input file:
```
! wB97M-V def2-TZVPD RIJCOSX def2/J DEFGRID3
* xyz 0 1
H -2.1702 1.5362 -0.9323
H -0.9221 1.7770 0.5526
C 1.9792 -0.1105 -0.2005
N -1.6907 -0.9698 -0.7977
H 2.9779 -0.6855 -0.4591
O 0.9353 -0.9387 0.3185
N -1.7424 1.1841 0.1169
N -0.1836 -0.2472 1.0133
C -1.2781 -0.1294 0.0227
H 0.0549 0.6556 1.2808
H -1.2292 -1.9312 -0.3778
O 1.8646 0.9784 -0.4841
*
```

For the orbital gap, the calculation gives 0.3861 hartree. The electronic energy is -393.83592 Eh. For the LUMO energy, the calculation gives 0.02153 Eh. The structure (SMILES) is [H]/N=C(/N)NOC=O. The relative energy (zero: lowest compared OMol25 entry of this formula, charge and spin) comes out at 115.0 kcal per mole.



Record 19
Formula: C2H5N3O2S
Source: the OMol25 dataset
Level of theory: wB97M-V/def2-TZVPD

ORCA input file:
```
! wB97M-V def2-TZVPD RIJCOSX def2/J DEFGRID3
* xyz 0 1
O -1.7413 1.2333 0.8437
C 0.3640 -0.9552 0.3022
H -0.0863 0.0916 -1.3181
C -2.5099 0.4443 0.4072
S -2.1117 -0.8813 -0.6649
H 1.8192 1.5568 -0.1013
N 1.7947 0.7028 -0.6365
H 2.6171 0.5142 -1.2026
N -0.4450 -0.6828 -0.7736
N 1.6234 -0.3726 0.2177
O 0.0831 -1.6608 1.2243
H 2.2329 -0.4738 1.0230
H -3.6402 0.4834 0.6789
*
```

For the orbital gap, the calculation gives 0.3860 hartree. The electronic energy is -792.12912 Eh. For the LUMO energy, the calculation gives 0.02541 Eh. The structure (SMILES) is NNC(=O)NSC=O. The relative energy (zero: lowest compared OMol25 entry of this formula, charge and spin) comes out at 22.7 kcal per mole.



Record 20
Formula: C2H5N3O2S
Source: the OMol25 dataset
Level of theory: wB97M-V/def2-TZVPD

ORCA input file:
```
! wB97M-V def2-TZVPD RIJCOSX def2/J DEFGRID3
* xyz 0 1
C 1.4828 -0.0804 0.3231
H -3.2192 -1.4964 -0.8180
O 1.3474 -0.1168 1.5292
N -1.5992 -0.1740 0.0010
N 2.2632 -1.1557 -0.2476
N 0.8258 0.8270 -0.4680
O -0.0450 1.5616 0.2787
C -1.3519 1.0686 0.2311
H 2.7774 -1.6750 0.5042
H -2.2625 1.8797 0.3638
H 1.2877 1.4886 -1.0622
S -3.3070 -0.4881 0.3402
H 1.8006 -1.6389 -0.9754
*
```

For the orbital gap, the calculation gives 0.3512 hartree. The electronic energy is -792.02805 Eh. For the LUMO energy, the calculation gives 0.01961 Eh. The structure (SMILES) is NC(=O)NO/C=N/S. The relative energy (zero: lowest compared OMol25 entry of this formula, charge and spin) comes out at 86.1 kcal per mole.